Entry 1:
{"formula": "C17H62N12O14", "method": "ωB97M-V/def2-TZVPD", "energy_ev": -65177.0329, "multiplicity": 1, "de_lowest_kj_mol": 152.64, "orbital_gap_ev": 7.987, "fmax_ev_per_a": 7.7, "symbols": ["C", "C", "O", "H", "H", "H", "H", "H", "H", "C", "C", "O", "H", "H", "H", "H", "H", "H", "C", "C", "O", "H", "H", "H", "H", "H", "H", "C", "O", "N", "N", "H", "H", "H", "H", "C", "O", "N", "N", "H", "H", "H", "H", "C", "O", "N", "N", "H", "H", "H", "H", "C", "O", "N", "N", "H", "H", "H", "H", "C", "O", "N", "N", "H", "H", "H", "H", "C", "O", "N", "N", "H", "H", "H", "H", "C", "O", "H", "H", "H", "H", "C", "O", "H", "H", "H", "H", "C", "O", "H", "H", "H", "H", "C", "O", "H", "H", "H", "H", "C", "O", "H", "H", "H", "H"], "coordinates": [[-3.9640, -0.2184, -0.9209], [-4.5392, -1.5772, -0.7921], [-4.0889, -2.4013, 0.2258], [-4.5795, 0.3447, -0.1456], [-4.1841, 0.2579, -1.8983], [-2.8900, -0.1440, -0.5855], [-4.4981, -2.0596, -1.7055], [-5.6444, -1.4555, -0.6306], [-4.7174, -3.1029, 0.3052], [-2.9214, -2.7936, -4.3337], [-2.2770, -1.6741, -3.4895], [-0.9603, -1.5025, -3.8451], [-3.0055, -2.4591, -5.3796], [-3.8869, -3.2335, -3.9127], [-2.1862, -3.5834, -4.3106], [-2.4460, -1.7906, -2.4204], [-2.6877, -0.6768, -3.7942], [-0.6771, -0.7177, -3.3945], [3.1514, -1.9550, 2.1611], [3.9349, -3.1847, 1.8825], [4.1090, -3.3824, 0.4884], [3.0621, -1.2577, 1.3246], [3.4720, -1.5025, 2.9716], [2.1466, -2.2293, 2.4724], [3.5847, -3.9681, 2.4508], [4.9542, -3.1016, 2.2954], [4.6223, -2.6572, 0.0111], [-2.2684, 0.7626, 5.3736], [-3.4797, 0.8280, 6.0952], [-1.0467, 0.5468, 5.8678], [-2.3394, 0.9778, 4.0552], [-0.8989, 0.7056, 6.8603], [-0.2311, 0.5577, 5.3537], [-3.2229, 1.3360, 3.6653], [-1.4819, 1.1595, 3.4543], [2.8485, 2.2386, -3.0189], [3.2196, 3.4926, -2.6976], [3.0747, 1.2769, -2.2395], [2.2467, 1.8259, -4.1276], [3.5559, 1.3807, -1.3444], [2.6326, 0.3789, -2.4525], [1.9624, 2.5495, -4.8393], [2.1221, 0.9074, -4.5067], [1.2902, 1.6838, 3.6859], [0.1469, 1.9862, 3.1183], [2.1565, 2.5514, 4.1513], [1.5787, 0.4215, 3.9510], [1.9932, 3.4828, 3.7781], [3.1275, 2.2482, 4.4068], [0.8614, -0.2190, 3.6880], [2.5608, 0.1290, 4.2054], [-1.2727, -1.6892, 2.1929], [-0.2859, -1.3656, 3.0431], [-2.4683, -1.0425, 2.1850], [-1.2523, -2.5933, 1.2198], [-2.5987, -0.3050, 2.9854], [-3.1746, -1.0901, 1.4892], [-0.3828, -3.1532, 1.1033], [-2.0439, -2.7149, 0.6511], [-2.3292, 2.6205, 0.6104], [-3.2409, 2.0655, 1.4788], [-1.0358, 2.6198, 0.7639], [-2.7474, 3.0311, -0.5375], [-0.6673, 2.2438, 1.6491], [-0.3820, 2.8709, 0.0332], [-3.7553, 2.8202, -0.7198], [-2.2021, 3.1326, -1.3724], [-1.2594, 1.5533, -3.4665], [-1.3215, 2.2174, -4.6666], [-2.2320, 1.4580, -2.6250], [-0.1495, 1.1140, -2.9705], [-3.2169, 1.4691, -3.0400], [-2.1340, 1.1858, -1.6232], [0.7009, 1.2803, -3.6453], [-0.0340, 0.5688, -2.0687], [1.8290, -1.9960, -2.3095], [2.0370, -0.9868, -3.2707], [0.8364, -2.0637, -1.9502], [2.5187, -1.8418, -1.4870], [2.1459, -2.8672, -2.8840], [2.3480, -1.3905, -4.1306], [3.1456, 2.3385, 0.9512], [4.2621, 1.8711, 0.2321], [2.2301, 2.7516, 0.4075], [3.4065, 2.9974, 1.7123], [2.7648, 1.5086, 1.4374], [4.8717, 2.5641, 0.4030], [0.5339, 0.0918, 0.1397], [-0.5408, -0.4578, -0.6077], [1.2045, -0.6813, 0.5936], [0.0734, 0.5204, 1.0174], [1.0784, 0.9008, -0.3913], [-0.8417, -1.2943, -0.2382], [0.9781, -4.9029, 1.0289], [1.2427, -3.6070, 0.5040], [1.6764, -5.6158, 0.4990], [0.0646, -5.2559, 0.5656], [0.9931, -4.7188, 2.0704], [2.2139, -3.4643, 0.5905], [0.9424, 4.6915, -1.3410], [0.2518, 3.4284, -1.4235], [1.9632, 4.7641, -0.9020], [0.2474, 5.3517, -0.9018], [1.0398, 4.9948, -2.4205], [0.6772, 2.8896, -2.0777]], "forces_ev_per_a": [[-0.35, 1.73, 2.55], [-3.17, 0.41, -0.51], [1.65, 0.18, 0.84], [1.29, 0.10, -0.85], [0.25, -0.80, 0.69], [-1.09, -0.12, -0.61], [0.45, -1.39, -2.05], [0.65, 0.12, -0.19], [-0.42, -0.69, 0.29], [-0.17, 0.06, 0.74], [-2.38, 1.35, -1.28], [1.55, -1.65, -0.34], [-0.28, -0.21, 0.45], [1.16, 0.93, -0.64], [0.16, -0.58, -0.14], [0.20, -0.30, 0.21], [-0.87, -0.94, 0.55], [0.67, 0.64, 0.10], [-2.77, -1.48, -2.55], [3.64, 2.79, -0.67], [0.03, -0.26, -1.57], [0.30, -0.12, 0.10], [2.12, 2.56, 3.81], [-0.49, 0.10, -0.44], [-1.33, -2.51, 0.11], [-0.09, 0.32, 0.06], [-1.05, -1.26, 1.61], [-6.65, 1.15, 2.55], [6.71, -0.55, -3.05], [-1.13, -0.10, 3.07], [0.34, 0.57, -1.78], [-0.47, -0.32, -0.38], [1.43, 0.06, -1.58], [0.75, -0.04, 0.46], [-1.35, -0.06, 1.41], [2.46, 7.26, 0.64], [-1.96, -4.74, -2.09], [0.79, -4.36, 4.22], [-1.77, 3.08, -5.01], [-0.07, 0.43, -0.55], [0.60, 0.32, 0.02], [0.61, -0.94, 1.33], [0.72, -0.46, 0.56], [-4.26, -0.65, -1.55], [4.11, -0.34, 2.05], [2.16, 2.37, 0.12], [2.26, -0.94, 0.65], [0.48, -0.10, 0.45], [-1.67, 0.70, -0.43], [-0.47, -1.39, -0.58], [-2.10, 0.39, -0.39], [0.23, 2.99, 2.73], [-3.45, -1.96, -3.34], [1.31, 2.16, 3.62], [3.75, -1.82, -0.04], [0.33, -1.75, -1.90], [-0.13, -0.55, -0.41], [-1.13, 0.92, -0.16], [-1.22, -0.46, -0.45], [-3.57, -3.76, 4.70], [3.84, 2.44, -3.01], [1.62, -0.60, 2.46], [-4.27, 1.25, -3.07], [-0.27, 0.59, -0.74], [-0.29, 0.19, -0.18], [1.45, 0.51, 0.40], [0.50, 0.38, 0.26], [0.00, 4.49, -6.14], [0.14, -3.48, 5.13], [-5.72, -0.35, 0.95], [5.78, -1.40, -0.37], [2.21, 0.35, 1.05], [0.09, 0.00, -1.76], [-2.20, -0.42, 2.24], [-0.68, 0.89, -1.70], [1.72, -1.18, -0.99], [0.11, 0.50, -2.27], [-1.02, 0.03, 0.06], [0.10, -0.02, 0.31], [-0.41, -0.79, 1.03], [-0.69, 0.65, 1.67], [-2.18, -0.12, -1.34], [-0.49, 0.03, -0.04], [1.62, -0.20, -0.11], [0.65, 1.49, 1.13], [-0.99, -1.86, 1.16], [1.45, 0.64, -0.58], [0.16, -0.52, 1.77], [0.32, 0.54, -1.33], [-0.27, 0.40, -0.99], [0.24, 0.43, 0.29], [-0.39, -0.78, -0.06], [0.28, -0.15, 0.44], [1.07, -0.36, -2.88], [0.94, 0.43, -0.74], [-0.04, 0.42, 1.57], [-0.78, 0.23, 0.70], [-0.11, -1.31, 1.34], [-0.94, -0.02, -0.55], [0.38, 0.10, -2.65], [0.69, 0.65, 1.01], [-0.86, -0.72, -0.03], [-0.60, 0.82, 0.84], [0.24, 0.17, 1.14], [0.31, -0.40, -0.58]], "mulliken_charge": [-0.435, -0.769, -0.500, 0.474, 0.156, -0.125, 0.456, 0.448, 0.262, -1.402, 1.030, -0.659, 0.326, 0.312, 0.356, -0.380, 0.074, 0.024, -0.826, -1.101, -0.592, 0.189, 0.742, 0.359, 0.349, 0.386, 0.358, 0.300, -0.765, -0.230, -0.174, 0.246, 0.176, 0.342, 0.101, 0.138, -0.731, 0.031, -0.385, 0.381, 0.101, 0.248, 0.296, -0.022, -0.888, -0.349, -0.076, 0.323, 0.238, 0.304, 0.246, 0.309, -0.878, -0.025, -0.256, 0.274, -0.069, 0.329, 0.187, 0.424, -0.710, 0.409, -0.351, -0.099, 0.223, 0.331, 0.380, 0.645, -0.843, 0.424, 0.530, 0.289, -0.800, -0.393, -0.466, -0.785, -0.482, 0.001, 0.192, 0.639, 0.273, -0.341, -0.538, 0.114, 0.741, -0.324, 0.311, 1.741, 2.079, -1.032, -0.175, -0.694, -0.625, -1.086, -0.314, 0.267, 0.381, 0.389, 0.326, -0.874, -0.354, 0.231, 0.395, 0.309, 0.003]}



Entry 2:
{"formula": "C17H62N14O14", "method": "ωB97M-V/def2-TZVPD", "energy_ev": -68156.7422, "multiplicity": 1, "de_lowest_kj_mol": 133.26, "orbital_gap_ev": 7.443, "fmax_ev_per_a": 10.0, "symbols": ["C", "C", "O", "H", "H", "H", "H", "H", "H", "C", "C", "O", "H", "H", "H", "H", "H", "H", "C", "C", "O", "H", "H", "H", "H", "H", "H", "C", "O", "N", "N", "H", "H", "H", "H", "C", "O", "N", "N", "H", "H", "H", "H", "C", "O", "N", "N", "H", "H", "H", "H", "C", "O", "N", "N", "H", "H", "H", "H", "C", "O", "N", "N", "H", "H", "H", "H", "C", "O", "N", "N", "H", "H", "H", "H", "C", "O", "N", "N", "H", "H", "H", "H", "C", "O", "H", "H", "H", "H", "C", "O", "H", "H", "H", "H", "C", "O", "H", "H", "H", "H", "C", "O", "H", "H", "H", "H"], "coordinates": [[-14.5676, 10.9594, -8.0206], [-15.9788, 11.4521, -8.4396], [-16.6506, 10.2209, -8.5226], [-13.9713, 11.8187, -7.8821], [-14.0682, 10.3664, -8.7122], [-14.5001, 10.3580, -7.0842], [-15.8504, 12.0062, -9.4042], [-16.4215, 12.1656, -7.7146], [-17.3900, 10.3900, -9.0809], [-11.2128, 18.4619, -12.5461], [-12.0123, 17.2027, -12.6598], [-12.9194, 16.9002, -11.6625], [-10.5772, 18.7100, -13.3484], [-10.4610, 18.4131, -11.7484], [-11.8177, 19.2871, -12.3063], [-11.4233, 16.3185, -12.6446], [-12.4056, 17.2522, -13.6249], [-13.2151, 15.9765, -11.7424], [-15.5010, 18.3861, -10.0340], [-16.4044, 17.2350, -10.0041], [-16.9804, 17.1524, -8.7460], [-14.6430, 18.2915, -9.3783], [-15.9894, 19.3090, -9.7264], [-15.0843, 18.5033, -10.9720], [-15.8862, 16.3096, -10.4108], [-17.1467, 17.4521, -10.8037], [-17.4713, 16.3276, -8.6944], [-12.1626, 12.7736, -5.2483], [-13.3940, 12.1719, -5.0711], [-11.7991, 13.3266, -6.3853], [-11.2120, 12.7516, -4.3908], [-12.5413, 13.3781, -7.1063], [-10.9362, 13.7416, -6.6480], [-11.2908, 12.1820, -3.4904], [-10.2239, 12.9203, -4.6925], [-16.0148, 14.1646, -5.1675], [-16.3099, 14.5381, -6.4945], [-16.8119, 13.3662, -4.4514], [-14.9598, 14.6147, -4.5254], [-17.6843, 12.8369, -4.8064], [-16.4735, 12.9890, -3.5766], [-14.2466, 15.1717, -5.0519], [-14.5874, 14.2716, -3.6335], [-12.1301, 16.2483, -4.5773], [-12.2823, 17.4957, -3.9765], [-11.2922, 15.3607, -4.0358], [-12.7880, 15.8555, -5.6122], [-10.9448, 15.6480, -3.0379], [-11.2970, 14.2996, -4.1293], [-13.4412, 16.4293, -6.1951], [-12.4614, 14.9618, -6.0086], [-11.2204, 11.3490, -9.0809], [-11.7575, 12.5749, -9.5465], [-11.0930, 11.1111, -7.8085], [-11.0167, 10.3526, -9.8778], [-11.3842, 11.8842, -7.2235], [-10.6748, 10.2844, -7.4490], [-11.5575, 10.3536, -10.7752], [-10.8228, 9.3839, -9.5077], [-19.2397, 14.5268, -8.1521], [-20.3377, 14.2880, -8.9687], [-18.0428, 14.5315, -8.7150], [-19.2876, 14.3872, -6.8865], [-17.9220, 14.3643, -9.7266], [-17.1833, 14.4953, -8.1342], [-20.2124, 14.2118, -6.3564], [-18.4397, 14.6324, -6.2813], [-14.0291, 12.9830, -12.3130], [-13.3819, 14.1787, -12.3704], [-13.7338, 12.0641, -11.4179], [-15.1259, 12.7494, -12.9370], [-14.1451, 11.1291, -11.2074], [-13.0002, 12.3912, -10.8344], [-15.4188, 13.4109, -13.6644], [-15.6905, 11.9434, -12.8861], [-11.8401, 18.0704, -8.6115], [-12.4617, 19.1008, -9.2282], [-11.4477, 18.1083, -7.3392], [-11.3852, 17.1376, -9.4086], [-11.9643, 18.8129, -6.6808], [-11.1092, 17.2735, -6.8615], [-11.9146, 17.0854, -10.3423], [-10.9273, 16.3264, -9.1335], [-9.5386, 14.0458, -11.7699], [-9.8992, 14.7612, -10.6707], [-9.2459, 12.9571, -11.7093], [-8.8904, 14.5541, -12.5148], [-10.5402, 14.0370, -12.2089], [-10.8201, 14.5045, -10.5149], [-13.8823, 14.7356, -9.3031], [-14.0571, 14.3604, -7.8994], [-14.6307, 14.1680, -9.9219], [-12.8807, 14.6587, -9.7716], [-14.1875, 15.7653, -9.5051], [-14.8765, 14.6149, -7.5502], [-15.4966, 18.6183, -6.2616], [-15.1281, 17.3373, -6.6707], [-16.1801, 18.7052, -5.4544], [-16.1191, 18.9925, -7.0132], [-14.6742, 19.2978, -6.3130], [-15.7293, 17.0968, -7.3975], [-18.0480, 13.3391, -11.6331], [-16.8579, 13.8175, -11.2393], [-18.0931, 13.0168, -12.6696], [-18.7893, 14.1529, -11.5075], [-18.2805, 12.3673, -11.0870], [-16.1973, 13.5182, -11.8505]], "forces_ev_per_a": [[-1.03, 1.18, 2.02], [2.47, -0.42, 0.53], [-0.64, -0.01, -0.32], [0.87, 1.02, 0.33], [0.45, -1.14, -1.92], [-0.67, 0.63, -0.43], [-0.45, -0.51, 0.43], [0.23, -0.48, -0.20], [-1.28, -0.26, -0.51], [1.07, -0.53, 2.57], [1.59, -0.84, -0.75], [-1.82, 0.83, 1.33], [0.17, -0.11, -1.73], [-0.39, -0.12, 0.36], [-0.95, 1.15, 0.21], [1.60, -0.56, -0.65], [-1.57, -0.19, -1.64], [0.15, 0.17, -0.38], [0.67, 0.79, 1.92], [-0.23, -0.44, -2.63], [0.00, -0.30, 0.91], [0.19, -0.16, 0.27], [-0.28, 0.04, -0.11], [0.78, 0.37, -2.10], [-0.54, 0.65, 1.00], [-0.29, -0.35, 0.53], [-0.41, -0.22, 0.04], [-8.10, -4.57, -1.02], [6.37, 3.36, -0.59], [-2.07, 0.52, -2.84], [4.61, -2.66, 5.37], [0.03, 0.34, 0.11], [0.83, 0.29, 0.30], [-0.15, 1.12, -2.01], [-1.40, -0.34, 0.38], [-1.09, 1.21, -4.99], [1.02, -1.69, 6.16], [-2.99, -2.18, -0.30], [1.61, 1.11, -0.30], [2.42, 1.60, 0.27], [0.04, 0.26, -0.20], [-1.17, -0.55, 0.59], [-0.88, -0.08, -0.72], [-0.23, 7.67, 5.21], [0.73, -6.02, -3.16], [2.41, -0.95, 3.89], [-1.31, -0.94, -3.75], [-0.95, -0.36, -2.85], [-0.48, 2.76, 0.17], [0.60, 0.03, 0.70], [-0.79, 1.27, 0.02], [-3.84, 6.39, -1.75], [2.86, -5.55, 2.44], [0.41, 0.97, 1.39], [-0.09, -3.83, -3.56], [0.32, -0.57, 0.23], [0.06, -0.43, 0.22], [1.21, 0.23, 1.17], [-0.37, 1.81, -0.53], [-5.86, -3.33, -7.33], [4.60, 1.69, 3.79], [2.81, 0.73, -1.27], [-0.97, 0.34, 7.30], [-0.38, 0.38, 1.43], [-1.02, -0.25, -0.36], [2.18, 0.71, -1.82], [-1.48, -0.52, -1.46], [3.91, 5.06, 2.04], [-2.54, -5.33, -0.16], [0.87, -1.67, 0.77], [-3.33, 1.63, -4.67], [0.16, 1.62, -0.69], [1.13, -0.20, 1.33], [0.43, -0.42, 0.38], [-0.08, -1.16, 0.24], [-2.05, 5.91, -3.42], [1.86, -3.89, 3.35], [-1.25, 1.65, 3.50], [-1.26, -0.73, -2.96], [1.44, -1.92, -1.89], [-0.27, 0.51, -0.41], [0.87, 0.13, 1.62], [0.97, -1.33, 0.82], [-1.50, -1.46, -3.25], [0.48, 1.05, 2.88], [0.16, 1.02, 0.74], [-0.03, 0.01, 0.97], [0.39, -0.91, -1.69], [0.43, 0.06, 0.39], [-1.91, 0.09, -0.49], [4.17, -0.62, -2.38], [0.91, 0.07, 0.51], [-0.49, -0.55, 1.17], [0.20, 0.21, 0.61], [-2.55, 0.76, 0.92], [-0.16, 0.38, -1.31], [0.60, -1.15, 0.43], [0.17, -0.36, 1.72], [-1.06, 0.84, -1.65], [0.77, 0.32, 0.86], [0.02, -0.07, 0.03], [-2.86, -1.75, -0.21], [1.92, 1.38, 1.19], [0.16, 0.25, -0.61], [-0.21, -0.97, 0.13], [-0.42, 1.25, -0.14], [0.74, 0.08, -0.08]], "mulliken_charge": [-0.786, 1.248, -0.635, -0.222, 0.479, 0.347, -0.509, -0.120, 0.393, -1.358, -0.140, -0.454, 0.458, 0.280, 0.297, 0.070, 0.478, 0.285, -1.699, 0.909, -0.793, 0.186, 0.428, 0.422, -0.455, 0.420, 0.334, -0.162, -0.677, -0.778, -0.185, -0.464, 0.217, 0.306, 0.337, 0.188, -0.697, -0.440, 0.008, 0.323, 0.170, -0.457, 0.357, 0.434, -0.760, -0.380, 1.275, 0.294, 0.513, -0.481, 0.296, -0.017, 0.106, -0.204, -0.386, 0.339, 0.192, 0.307, 0.235, 0.428, -0.795, 0.311, -0.254, -0.062, 0.298, 0.253, 0.171, 0.219, -0.643, 0.309, -0.589, 0.310, -0.419, 0.281, 0.228, 0.583, -0.735, -0.324, 0.076, 0.289, 0.116, 0.020, 0.076, -0.579, -0.550, 0.167, 0.328, 0.079, 0.053, 3.203, 2.163, -0.625, -1.513, -0.638, -1.782, -1.003, -0.223, 0.292, 0.363, 0.304, 0.245, -1.159, -0.304, 0.487, 0.416, 0.165, 0.293]}